*i*
A gas-phase ion, C4H11N2S (charge -1). Source: the OMol25 dataset; level of theory: wB97M-V/def2-TZVPD.

CARTESIAN COORDINATES (ANGSTROEM)
N -0.09120 0.40397 2.07075
C -1.41397 0.22130 1.51148
N -1.71627 -1.03967 0.69221
C -1.49350 -1.21052 -0.73728
C -0.00217 -0.98810 -1.08706
C 0.47410 0.57587 -1.15233
S 2.14470 0.98082 -0.68136
H 0.51620 -0.15833 1.47814
H 0.37815 1.32130 1.91877
H -1.57036 1.14933 0.88852
H -2.14840 0.21624 2.31933
H -1.12685 -1.76116 1.20480
H -2.11580 -0.66943 -1.43696
H -1.63866 -2.28842 -0.91530
H 0.51455 -1.44644 -0.22131
H -0.00029 -1.48594 -2.03721
H -0.09114 1.41389 -0.66053
H 0.23294 0.87449 -2.18593

As for the HOMO energy: -0.0884 Ha. As for the structure (SMILES): NCNCCC[S-]. The HOMO-LUMO gap is 0.2330 Ha. The total charge is -1.

---

*ii*
A gas-phase ion, C4H11N2S (charge -1). Source: the OMol25 dataset; level of theory: wB97M-V/def2-TZVPD.

CARTESIAN COORDINATES (ANGSTROEM)
C 1.03671 -1.77981 -0.05202
C 0.29585 -0.68541 0.74092
C 1.22794 0.47090 1.10373
S 2.65848 -0.03695 2.06527
N -0.90128 -0.21436 0.04632
C -0.86791 0.95021 -0.77992
N -2.24054 1.26903 -1.15862
H 1.29020 -2.64275 0.55994
H 2.01759 -1.41469 -0.36406
H 0.50904 -2.14804 -0.94062
H 0.00414 -1.09798 1.71116
H 1.48257 0.99444 0.16962
H 0.60176 1.17904 1.65767
H -1.37415 -0.95497 -0.45219
H -0.39435 1.76858 -0.23824
H -0.32072 0.81168 -1.73515
H -2.76092 1.64198 -0.37514
H -2.26441 1.88909 -1.95869

As for the HOMO energy: -0.0852 Ha. As for the structure (SMILES): C[C@@H](C[S-])NCN. The HOMO-LUMO gap is 0.2184 Ha. The total charge is -1.

---

*iii*
2 unconnected molecules or ions with the total composition C4H11N2S. Source: the OMol25 dataset; level of theory: wB97M-V/def2-TZVPD.

CARTESIAN COORDINATES (ANGSTROEM)
N -1.53993 1.41987 -3.13644
C -1.30203 1.63189 -1.89890
C 0.99085 -2.51021 0.94792
S 1.91164 -1.02180 1.47511
C -0.47231 0.69171 -1.10902
N -0.17238 0.96021 0.27864
C -1.23081 0.51786 1.16622
H -1.71218 2.30275 -3.60662
H 0.81520 -3.18066 1.79248
H -1.78797 2.37261 -1.25610
H 1.54505 -3.06906 0.19233
H -0.01013 -2.26600 0.58405
H 0.25175 0.04710 -1.59507
H -1.56619 0.27807 -1.06539
H 0.67143 0.41280 0.58929
H -2.05995 1.21658 1.38416
H -0.77618 0.30531 2.13677
H -1.82734 -0.34800 0.82255

As for the HOMO energy: -0.1022 Ha. The HOMO-LUMO gap is 0.2358 Ha. The total charge is -1.

---

*ii* is preferred energetically. Next in line: 27.5 kcal/mol higher.

---

*i*
A gas-phase ion, C4H11N2S (charge -1). Source: the OMol25 dataset; level of theory: wB97M-V/def2-TZVPD.

CARTESIAN COORDINATES (ANGSTROEM)
N -3.27623 -0.16406 1.04188
C -2.98352 0.18690 -0.41749
C -1.71371 1.04072 -0.35890
N -0.59497 0.14413 -0.15246
C 0.78502 0.41289 -0.52256
C 1.64307 -0.81415 -0.06729
S 3.40131 -0.41707 0.15344
H -3.52316 0.62573 1.60490
H -3.98460 -0.97036 1.10515
H -3.80240 0.74422 -0.80296
H -2.87518 -0.67014 -1.03331
H -1.69596 1.54570 -1.31962
H -1.86026 1.82223 0.43344
H -0.68630 -0.08883 0.81432
H 0.94509 0.38548 -1.60140
H 1.11045 1.35031 0.23368
H 1.23596 -1.24323 0.88809
H 1.42862 -1.64663 -0.80590

As for the HOMO energy: -0.0793 Ha. As for the structure (SMILES): NCCNCC[S-]. The HOMO-LUMO gap is 0.2010 Ha. The total charge is -1.

---

*ii*
2 unconnected molecules or ions with the total composition C4H11N2S. Source: the OMol25 dataset; level of theory: wB97M-V/def2-TZVPD.

CARTESIAN COORDINATES (ANGSTROEM)
C -1.55801 0.18740 -1.10165
N -0.29149 0.74938 -0.86643
C 0.77114 -0.20376 -0.69292
C 1.80696 0.02399 0.43946
S 3.34994 -0.88758 0.20944
C -2.99882 0.10433 1.41288
N -3.83227 0.88343 0.27194
H -1.59103 -0.87363 -1.37403
H -2.11307 0.82512 -1.76425
H -1.30507 0.28987 0.07726
H 0.39153 -1.24760 -0.63939
H 1.39576 -0.17927 -1.59695
H 1.97125 1.09904 0.33478
H 1.38734 -0.18216 1.43083
H -3.83504 -0.43201 1.87616
H -2.66902 0.87699 2.11570
H -3.50028 0.00832 -0.14186
H -3.09862 1.51513 -0.04298

As for the HOMO energy: -0.1060 Ha. The HOMO-LUMO gap is 0.1609 Ha. The total charge is -1.

---

*i* is preferred energetically. Next in line: 153.2 kcal/mol higher.

---

*i*
5 unconnected molecules or ions with the total composition H8O3S2. Source: the OMol25 dataset; level of theory: wB97M-V/def2-TZVPD.

CARTESIAN COORDINATES (ANGSTROEM)
S 0.11747 -1.79133 -1.42056
S -0.28122 0.84306 1.06237
H 0.41834 -2.38925 -2.59040
H -1.02859 1.45640 2.00041
H -1.69145 -0.40939 -1.56401
H -2.18251 -0.18509 -0.14898
O -2.39771 0.02337 -1.05370
H 0.72001 -2.51408 0.61801
H 0.40990 -1.41179 1.48060
O 0.97702 -2.17820 1.46924
H 1.01100 2.51384 0.33883
H 2.21475 2.88210 -0.46377
O 1.71298 3.16034 0.27197

As for the HOMO energy: -0.3601 Ha. The HOMO-LUMO gap is 0.1463 Ha.

---

*ii*
4 unconnected molecules or ions with the total composition H8O3S2. Source: the OMol25 dataset; level of theory: wB97M-V/def2-TZVPD.

CARTESIAN COORDINATES (ANGSTROEM)
S -0.73943 2.84078 2.26505
S -2.74326 2.53556 2.05120
H -0.82057 4.11945 2.00500
H -2.36026 2.03653 0.87161
O 2.03690 -4.66097 -1.23159
H 2.48197 -5.52586 -1.34767
H 1.64430 -4.41812 -2.14353
O -0.87225 2.06357 -1.51136
H -0.68569 1.87144 -2.38953
H -0.09674 1.81854 -1.02650
O 0.56014 -0.64965 0.45020
H 1.42917 -1.14205 0.64212
H 0.16572 -0.88920 1.36501

As for the HOMO energy: -0.3343 Ha. As for the structure (SMILES): SS.O.O.O. The HOMO-LUMO gap is 0.3538 Ha.

---

*ii* is preferred energetically. Next in line: 108.9 kcal/mol higher.